Computed, not measured: a structure of composition C36H33IrN11OSe at a distorted geometry, with wB97M-V/def2-TZVPD.

```
83
Properties=species:S:1:pos:R:3:mulliken_spin:R:1
Ir 1.800 0.157 -0.325 0.029
C -0.724 -1.366 -5.061 0.000
N 0.353 -1.037 -4.107 0.000
C 0.319 -0.198 -3.085 0.000
N 1.415 -0.353 -2.344 0.000
C 2.102 -1.339 -3.007 0.001
N 1.480 -1.769 -4.068 0.000
C -1.800 -2.173 -4.376 0.000
C -1.981 -3.527 -4.622 0.000
C -2.959 -4.234 -3.928 0.000
C -3.738 -3.610 -2.968 0.000
C -3.552 -2.253 -2.715 0.000
C -2.605 -1.542 -3.440 0.000
C -4.303 -1.548 -1.678 0.000
N -5.229 -1.947 -0.883 0.000
N -5.530 -0.869 -0.054 0.000
C -4.760 0.094 -0.414 0.000
O -3.945 -0.258 -1.443 0.000
C -4.578 1.438 0.130 0.000
C -5.378 1.945 1.152 0.000
C -5.120 3.213 1.645 0.000
C -4.062 3.971 1.153 0.000
C -3.265 3.466 0.136 0.000
C -2.071 4.217 -0.410 0.000
N -0.842 3.440 -0.172 0.001
C -0.388 2.385 -0.832 0.002
N 0.569 1.800 -0.116 -0.006
C 0.679 2.607 0.991 0.001
N -0.176 3.587 0.989 0.000
C -3.546 2.212 -0.381 0.000
H -0.246 -1.911 -5.870 0.000
H -1.114 -0.427 -5.453 0.000
H -0.497 0.473 -2.898 0.000
H 3.053 -1.726 -2.688 -0.001
H -1.365 -4.034 -5.354 0.000
H -3.104 -5.285 -4.134 0.000
H -4.486 -4.159 -2.412 0.000
H -2.515 -0.476 -3.274 0.000
H -6.188 1.346 1.546 0.000
H -5.742 3.616 2.433 0.000
H -3.861 4.951 1.568 0.000
H -1.923 5.173 0.085 0.000
H -2.155 4.386 -1.483 0.000
H -0.766 2.080 -1.789 0.000
H 1.390 2.441 1.781 0.000
H -2.961 1.814 -1.199 0.000
C -0.204 -1.347 0.438 -0.002
C -0.501 -0.467 1.647 0.003
C 0.436 -0.675 2.812 -0.014
C -0.169 -1.089 3.997 0.003
C 0.566 -1.333 5.137 0.000
C 1.944 -1.289 5.046 0.000
C 2.609 -0.935 3.875 -0.011
C 4.070 -1.371 3.879 0.002
C 4.166 -2.831 3.419 0.038
C 1.829 -0.477 2.783 0.005
N 2.403 0.280 1.670 0.018
C 3.655 0.695 1.666 -0.016
C 4.007 1.589 0.635 0.013
C 5.007 2.555 0.428 0.005
C 4.763 3.113 -0.819 -0.003
C 3.654 2.449 -1.373 0.000
N 3.233 1.518 -0.517 -0.010
H -0.897 -1.176 -0.385 -0.001
H -0.249 -2.400 0.726 0.000
H 0.855 -1.382 0.012 0.000
H -1.505 -0.731 1.980 0.001
H -0.562 0.579 1.368 -0.001
H -1.244 -1.209 4.015 0.000
H 0.081 -1.613 6.061 0.000
H 2.541 -1.596 5.896 0.000
H 4.433 -1.301 4.904 -0.001
H 4.758 -0.774 3.293 -0.008
H 3.579 -3.484 4.065 -0.001
H 5.200 -3.181 3.449 -0.006
H 3.784 -2.960 2.401 -0.007
H 4.205 0.752 2.593 0.003
H 5.781 2.831 1.126 0.000
H 5.306 3.915 -1.291 -0.001
H 3.185 2.600 -2.333 0.000
Se 5.980 -1.623 0.785 0.943
C 4.286 -1.186 0.334 -0.121
N 3.334 -1.216 -0.347 0.142
```

spin multiplicity	2
net charge	+2
<S²>	0.76
relative energy (zero: lowest compared OMol25 entry of this formula, charge and spin)	0.920	eV
orbital gap (alpha / beta)	6.43 / 4.21	eV
electronic energy	-4574.391122	hartree


Computed, not measured: a structure of composition C36H33MnN4O7Si at a distorted geometry, with wB97M-V/def2-TZVPD.

```
82
Properties=species:S:1:pos:R:3:mulliken_spin:R:1
Mn 0.976 0.679 -0.030 4.757
O 5.256 4.440 1.008 0.000
C 4.159 5.122 1.386 -0.004
C 4.327 6.488 1.679 0.001
C 3.330 7.142 2.401 0.000
C 2.118 6.498 2.671 0.000
C 1.892 5.230 2.241 0.002
C 2.861 4.551 1.493 0.012
C 2.514 3.180 0.915 0.017
O 1.328 2.748 0.818 0.032
N 3.586 2.448 0.536 -0.040
N 3.184 1.219 0.152 0.039
C 4.058 0.297 -0.098 0.001
C 3.581 -1.101 -0.305 0.026
C 4.455 -2.107 -0.655 0.000
C 3.976 -3.365 -0.831 0.001
C 2.635 -3.603 -0.463 0.008
C 1.812 -2.524 -0.189 -0.005
N 2.308 -1.280 -0.052 0.025
H 4.880 3.586 0.717 0.003
H 5.295 6.890 1.499 0.000
H 3.564 8.133 2.756 0.000
H 1.211 6.920 3.156 0.000
H 0.924 4.776 2.386 0.002
H 5.142 0.584 -0.133 0.003
H 5.479 -1.919 -0.829 -0.001
H 4.523 -4.181 -1.201 0.000
H 2.259 -4.623 -0.615 0.000
H 0.689 -2.571 -0.058 -0.001
O -0.321 1.750 -2.660 0.004
C 0.165 0.648 -2.861 0.000
O 0.841 0.038 -1.973 0.037
C 0.053 -0.112 -4.186 0.002
C 1.123 -0.735 -4.761 0.000
C 1.006 -1.333 -6.043 0.000
C -0.209 -1.281 -6.677 0.000
C -1.313 -0.683 -6.140 0.000
C -1.130 -0.064 -4.890 0.000
N -0.305 -1.822 -8.007 0.000
O -1.416 -2.269 -8.327 0.000
O 0.631 -1.995 -8.737 0.000
H 2.074 -0.825 -4.267 0.002
H 1.819 -1.915 -6.497 0.000
H -2.270 -0.652 -6.607 0.000
H -1.963 0.469 -4.474 0.000
C -3.716 -0.472 3.752 0.002
C -2.641 0.425 3.149 0.003
C -1.549 0.729 4.191 0.003
C -3.354 1.705 2.785 0.000
Si -1.702 -0.377 1.652 -0.011
O -0.417 0.459 1.275 0.033
C -2.832 -0.722 0.211 0.015
C -2.228 -1.236 -0.972 0.028
C -2.965 -1.515 -2.115 0.002
C -4.346 -1.274 -2.109 0.000
C -4.962 -0.833 -0.961 0.000
C -4.229 -0.551 0.214 -0.002
C -1.250 -2.155 2.174 0.014
C -0.176 -2.448 3.018 -0.006
C 0.071 -3.700 3.490 -0.001
C -0.713 -4.761 3.054 0.000
C -1.773 -4.508 2.186 0.000
C -2.053 -3.243 1.788 0.004
H -3.889 -0.191 4.790 0.000
H -3.373 -1.503 3.805 0.000
H -4.652 -0.311 3.215 0.000
H -2.084 1.150 5.040 0.000
H -0.836 1.439 3.766 -0.001
H -1.039 -0.172 4.595 0.000
H -3.842 2.225 3.649 0.000
H -4.152 1.505 2.084 0.000
H -2.714 2.361 2.257 0.001
H -1.155 -1.251 -1.002 -0.004
H -2.449 -1.754 -3.058 0.000
H -4.914 -1.448 -3.033 0.000
H -6.048 -0.677 -0.988 0.000
H -4.754 -0.061 1.013 0.000
H 0.483 -1.598 3.302 -0.003
H 0.893 -3.876 4.184 0.000
H -0.516 -5.789 3.407 0.000
H -2.322 -5.385 1.842 0.000
H -2.910 -3.065 1.104 0.001
```

spin multiplicity	6
net charge	-1
<S²>	8.75
orbital gap (alpha / beta)	7.15 / 7.24	eV
electronic energy	-3577.988283	hartree


Computed, not measured: a structure of composition C36H33N5RuS2Si at a distorted geometry, with wB97M-V/def2-TZVPD.

```
78
Properties=species:S:1:pos:R:3:mulliken_spin:R:1
Ru -0.026 0.593 -0.615 1.147
C 2.085 -3.319 -2.344 0.003
C 1.921 -2.109 -1.696 -0.008
N 0.757 -1.709 -1.173 0.049
C -0.322 -2.509 -1.327 -0.054
C -0.260 -3.752 -2.015 -0.006
C 0.999 -4.168 -2.494 -0.003
C -1.442 -4.481 -2.216 0.003
C -2.657 -3.946 -1.827 0.000
C -2.732 -2.753 -1.137 0.000
C -1.564 -2.048 -0.786 0.048
N -1.454 -0.938 -0.017 0.038
C -2.258 -0.510 0.983 -0.024
C -3.505 -1.018 1.398 -0.008
C -4.239 -0.378 2.379 0.000
C -3.758 0.730 3.052 -0.001
C -2.464 1.202 2.780 -0.001
C -1.852 2.270 3.470 0.009
C -0.544 2.607 3.168 -0.003
C 0.112 1.939 2.152 0.014
N -0.470 0.983 1.423 -0.028
C -1.723 0.584 1.741 0.028
H 3.055 -3.592 -2.737 0.000
H 2.750 -1.422 -1.588 -0.001
H 1.098 -5.122 -2.996 0.000
H -1.397 -5.426 -2.741 0.001
H -3.572 -4.469 -2.076 0.000
H -3.700 -2.328 -0.927 0.000
H -3.904 -1.911 0.949 0.000
H -5.224 -0.757 2.622 0.000
H -4.356 1.230 3.801 0.000
H -2.411 2.810 4.219 0.000
H -0.036 3.398 3.699 -0.001
H 1.135 2.182 1.891 0.002
S 0.710 2.920 -0.798 -0.008
C -0.615 3.973 -0.403 -0.024
C -0.281 5.292 -0.086 0.004
C -1.245 6.227 0.212 0.002
C -2.588 5.862 0.196 -0.004
C -2.938 4.568 -0.101 0.007
C -1.975 3.596 -0.407 0.024
S -2.537 2.017 -0.788 -0.132
H 0.767 5.555 -0.086 -0.001
H -0.961 7.240 0.458 0.000
H -3.358 6.593 0.410 0.000
H -3.974 4.264 -0.106 0.000
C -1.647 1.931 -3.876 -0.004
Si -0.371 0.747 -3.006 -0.062
C -0.714 -0.891 -3.980 -0.004
C 1.242 1.448 -3.824 -0.004
C 2.262 0.605 -4.250 -0.011
C 3.401 1.103 -4.859 0.002
C 3.545 2.466 -5.057 -0.002
C 2.552 3.324 -4.613 0.002
C 1.418 2.818 -4.005 -0.003
H -1.464 1.976 -4.948 0.000
H -1.578 2.941 -3.485 0.001
H -2.666 1.594 -3.718 0.001
H -0.846 -0.670 -5.033 0.001
H -1.616 -1.368 -3.618 0.001
H 0.094 -1.604 -3.887 0.000
H 2.152 -0.460 -4.102 -0.001
H 4.181 0.427 -5.185 0.000
H 4.423 2.857 -5.555 0.000
H 2.668 4.392 -4.745 0.000
H 0.661 3.502 -3.653 -0.002
C 3.778 1.787 -1.240 0.012
C 3.512 0.754 -0.214 0.008
N 2.341 0.423 0.271 -0.014
C 2.556 -0.529 1.220 0.010
C 3.888 -0.786 1.312 0.002
N 4.492 0.036 0.396 0.002
H 2.941 1.824 -1.934 -0.004
H 4.695 1.573 -1.782 -0.001
H 3.855 2.766 -0.767 -0.001
H 1.741 -0.968 1.764 0.001
H 4.448 -1.467 1.920 -0.001
H 5.477 0.073 0.195 -0.001
```

spin multiplicity	2
net charge	-1
<S²>	0.80
relative energy (zero: lowest compared OMol25 entry of this formula, charge and spin)	2.564	eV
orbital gap (alpha / beta)	5.64 / 5.61	eV
electronic energy	-2846.306274	hartree


Computed, not measured: a structure of composition C36H34Cl2CrN8O6S, with wB97M-V/def2-TZVPD.

```
88
Properties=species:S:1:pos:R:3:mulliken_spin:R:1
Cr 0.465 -0.244 -1.076 3.893
C -1.396 1.254 1.213 0.024
N 0.025 0.976 1.245 0.035
C 0.798 2.018 1.908 0.031
C 2.089 2.346 1.216 -0.007
N 2.186 2.955 0.071 0.004
C 3.542 3.097 -0.152 0.004
C 4.207 3.681 -1.230 0.001
C 5.588 3.681 -1.214 0.000
C 6.306 3.117 -0.144 0.000
C 5.662 2.547 0.939 -0.001
C 4.271 2.550 0.914 0.004
N 3.310 2.084 1.786 -0.001
C -2.111 0.208 0.422 0.054
N -1.542 -0.574 -0.451 -0.052
C -2.531 -1.430 -0.920 -0.003
C -2.444 -2.496 -1.810 -0.005
C -3.604 -3.202 -2.063 0.009
C -4.821 -2.855 -1.457 -0.001
C -4.916 -1.798 -0.570 0.000
C -3.743 -1.102 -0.308 0.000
N -3.439 -0.053 0.548 0.004
H -1.546 2.217 0.716 -0.005
H -1.859 1.312 2.212 0.000
H 0.229 0.043 1.607 -0.033
H 1.001 1.772 2.958 0.003
H 0.216 2.942 1.905 -0.001
H 3.642 4.116 -2.047 0.000
H 6.134 4.135 -2.031 0.000
H 7.388 3.144 -0.162 0.000
H 6.220 2.123 1.765 0.000
H 3.462 1.605 2.656 0.000
H -1.495 -2.756 -2.262 0.006
H -3.576 -4.047 -2.737 0.000
H -5.706 -3.435 -1.683 0.000
H -5.856 -1.540 -0.100 0.000
H -4.072 0.432 1.159 0.000
Cl 2.207 5.415 -5.380 0.000
C 1.472 4.264 -4.298 0.002
C 0.842 4.729 -3.133 0.001
C 0.269 3.843 -2.266 -0.004
Cl -0.564 4.443 -0.869 0.000
C 0.322 2.424 -2.459 -0.007
O -0.165 1.632 -1.595 0.017
C 0.908 2.004 -3.691 0.007
C 0.882 0.617 -4.110 -0.016
O 0.532 -0.354 -3.454 0.008
C 1.475 2.930 -4.587 0.002
H 0.803 5.790 -2.925 0.000
H 1.224 0.454 -5.150 0.002
H 1.910 2.574 -5.513 0.000
C -5.228 -2.297 5.162 0.000
C -4.421 -3.255 4.328 0.000
C -3.844 -4.388 4.896 0.000
C -3.109 -5.272 4.125 0.000
C -2.950 -5.019 2.771 0.000
C -3.516 -3.900 2.178 0.000
C -4.247 -3.026 2.966 0.000
S -2.001 -6.146 1.803 0.000
O -2.209 -5.799 0.424 0.000
O -2.249 -7.495 2.227 0.000
N -0.484 -5.803 2.329 0.000
C 0.087 -4.466 2.133 0.000
C 0.388 -4.082 0.692 -0.001
C 0.662 -2.599 0.525 0.000
O 0.735 -2.205 -0.685 -0.044
O 0.768 -1.868 1.526 -0.001
H -5.211 -2.576 6.214 0.000
H -6.269 -2.280 4.834 0.000
H -4.840 -1.281 5.075 0.000
H -3.975 -4.581 5.954 0.000
H -2.663 -6.157 4.560 0.000
H -3.388 -3.726 1.116 0.000
H -4.698 -2.155 2.507 0.000
H 0.132 -6.585 2.140 0.000
H 0.992 -4.424 2.739 0.000
H -0.599 -3.743 2.573 0.000
H -0.450 -4.336 0.043 -0.001
H 1.250 -4.631 0.301 0.000
N 4.732 0.273 -1.496 0.002
C 4.674 -0.426 -0.315 0.003
C 3.353 -0.613 -0.062 0.071
N 2.608 -0.034 -1.069 -0.032
C 3.470 0.487 -1.911 0.045
H 5.559 0.645 -1.927 -0.001
H 5.558 -0.705 0.230 -0.001
H 2.873 -1.126 0.755 -0.015
H 3.227 1.051 -2.796 -0.001
```

spin multiplicity	5
net charge	0
<S²>	6.01
relative energy (zero: lowest compared OMol25 entry of this formula, charge and spin)	0.000	eV
orbital gap (alpha / beta)	7.26 / 7.95	eV
electronic energy	-4644.994482	hartree